# 1
C33H46ClNOP4Pb | ωB97M-V/def2-TZVPD

As for the highest occupied orbital energy (alpha / beta): -12.3 / -12.5 eV. As for the charge: +2. The value obtained for the gap between HOMO and LUMO (alpha / beta) is 5.40 / 6.21 eV.

Structure (XYZ):
```
87
Properties=species:S:1:pos:R:3:mulliken_charge:R:1
P 1.4436 1.1074 -2.5220 0.133
C 3.1207 1.4901 -2.2492 1.143
C 3.9163 0.8750 -3.2456 -0.316
H 3.4877 0.0835 -3.8534 0.451
C 5.1997 1.3313 -3.4318 -0.768
H 5.8116 0.9044 -4.2222 0.431
C 5.7138 2.3562 -2.6175 -0.497
H 6.7180 2.7202 -2.7786 0.436
C 4.9359 2.9046 -1.5831 -0.647
H 5.3464 3.6891 -0.9391 0.422
C 3.6394 2.4745 -1.3708 -0.738
H 3.0111 2.8568 -0.5691 0.402
C 1.0227 -0.5719 -2.8130 0.679
C 1.7403 -1.6822 -2.2940 -0.086
H 2.5303 -1.5295 -1.5769 0.599
C 1.3863 -2.9592 -2.7451 -0.673
H 1.9457 -3.8250 -2.3511 0.438
C 0.3962 -3.1156 -3.6973 -0.587
H 0.1592 -4.1245 -4.0767 0.429
C -0.3241 -2.0216 -4.1990 -0.893
H -1.0856 -2.1473 -4.9589 0.490
C -0.0345 -0.7392 -3.7282 -0.718
H -0.5671 0.1217 -4.1042 0.511
C 0.2608 2.3713 -2.7492 0.764
C 0.6171 2.9898 -3.9722 -0.670
H 1.5168 2.6727 -4.4850 0.514
C -0.2106 3.9720 -4.4811 -0.752
H 0.0369 4.4333 -5.4344 0.426
C -1.3538 4.3605 -3.7754 -0.612
H -1.9998 5.1408 -4.1763 0.406
C -1.6862 3.7695 -2.5459 -0.717
H -2.5721 4.0789 -1.9907 0.443
C -0.8808 2.7616 -2.0123 0.597
H -1.0838 2.3025 -1.0523 0.043
Pb 0.4576 0.3490 2.8351 2.339
C -1.6433 -1.2004 2.0942 -1.392
C -1.9656 -1.5097 0.8553 0.792
H -2.0804 -1.4732 3.0650 0.300
C -1.1434 -0.9100 -0.3164 1.702
O -2.1316 -0.2142 -1.0573 -0.766
H -1.7359 0.3261 -1.7679 0.202
C -0.0447 -0.0332 -0.0181 -0.911
H -0.8743 -1.7583 -0.9437 -0.655
C 0.6195 0.5823 0.9039 -0.942
Cl 2.3960 2.1540 3.0868 -0.531
P -1.5350 2.2697 3.1048 0.824
P 1.8277 -2.0634 2.8613 0.844
C -1.0062 3.2279 4.5641 -1.307
H 0.0378 3.5394 4.4290 0.348
H -1.0689 2.5906 5.4548 0.393
H -1.6610 4.1016 4.6691 0.486
C -1.6305 3.4925 1.7699 -1.261
H -2.3087 3.1361 0.9853 0.285
H -0.6342 3.6419 1.3362 0.281
H -1.9993 4.4400 2.1824 0.572
C -3.2574 1.8298 3.4731 -1.212
H -3.2901 1.2032 4.3730 0.371
H -3.6727 1.2620 2.6310 0.191
H -3.8425 2.7447 3.6341 0.446
C 2.5612 -2.2559 4.5178 -1.281
H 1.7855 -2.5787 5.2233 0.375
H 2.9497 -1.2855 4.8536 0.354
H 3.3729 -2.9932 4.4722 0.483
C 1.0643 -3.6815 2.5385 -1.187
H 0.6700 -3.7010 1.5139 0.190
H 0.2301 -3.8325 3.2361 0.344
H 1.8075 -4.4804 2.6682 0.457
C 3.2665 -2.0170 1.7503 -1.128
H 3.6369 -0.9862 1.6772 0.346
H 2.9815 -2.3678 0.7510 0.158
H 4.0519 -2.6623 2.1636 0.501
P -3.3695 -2.6337 0.3500 1.294
C -3.9610 -3.6352 1.7317 -1.159
C -2.6942 -3.6749 -0.9660 -1.127
H -4.2185 -2.9715 2.5755 0.380
H -3.1700 -4.3440 2.0344 0.390
H -4.8579 -4.1933 1.4036 0.418
H -2.3869 -3.0502 -1.8156 0.239
H -3.4571 -4.3922 -1.3013 0.502
H -1.8212 -4.2190 -0.5791 0.348
C -4.6873 -1.6084 -0.3327 -1.214
H -5.0351 -0.9172 0.4468 0.392
H -5.5194 -2.2391 -0.6785 0.459
H -4.2559 -1.0292 -1.1603 0.313
H 1.4804 1.2859 0.6319 -0.450
N -0.2922 -0.2588 5.9148 -0.560
C -0.1038 -0.0570 4.7757 -0.314
```

=====

# 2
C33H47BCl5F6MoN3O8SSi4 | ωB97M-V/def2-TZVPD

Its expectation value of S² is 2.062. Its spin multiplicity is 3. As for the highest occupied orbital energy (alpha / beta): -7.7 / -7.3 eV. The value obtained for the gap between HOMO and LUMO (alpha / beta) is 7.02 / 6.63 eV.

Structure (XYZ):
```
109
Properties=species:S:1:pos:R:3:mulliken_charge:R:1
Mo 0.8094 -0.1533 -0.4527 0.745
Cl -2.5286 7.2689 0.7516 -0.196
C -2.6367 5.6018 0.3495 0.029
C -1.8009 4.6719 0.9523 0.287
Cl -0.6597 5.1770 2.1529 -0.193
C -1.8742 3.3353 0.5917 -0.719
Cl -1.0251 2.1393 1.4825 0.828
C -2.6874 2.8832 -0.4461 -0.873
O -2.6730 1.6406 -0.8809 -0.105
C -3.6306 3.8055 -0.9320 0.595
Cl -4.8807 3.2313 -1.9563 -0.165
C -3.5908 5.1452 -0.5629 0.479
Cl -4.7165 6.2526 -1.2394 -0.190
O 1.2617 -3.2611 -0.4261 -0.616
B 2.0551 -2.0727 -0.7021 2.756
O 2.7313 -2.2833 -1.9692 -0.096
C 2.3014 -3.4946 -2.4219 0.631
C 2.6423 -4.1298 -3.5916 -1.389
C 2.0704 -5.3840 -3.8292 -0.573
C 1.2031 -5.9627 -2.9151 -0.755
C 0.8684 -5.3105 -1.7242 -1.072
C 1.4314 -4.0774 -1.5050 0.406
H 3.3224 -3.6708 -4.2942 0.543
H 2.3141 -5.9120 -4.7401 0.423
H 0.7749 -6.9330 -3.1243 0.431
H 0.1904 -5.7477 -1.0051 0.572
C 3.8472 -3.8179 0.7493 -2.123
C 3.8488 -2.3228 1.0533 1.013
O 2.8421 -1.5846 0.4198 0.158
C 5.2295 -1.7512 0.6463 0.168
F 6.2365 -2.4164 1.2256 -0.299
F 5.3608 -0.4642 0.9834 -0.249
F 5.3935 -1.8575 -0.6704 -0.212
C 3.6180 -2.1219 2.5671 0.348
F 2.4848 -2.7309 2.9407 -0.310
F 4.6072 -2.6156 3.3127 -0.291
F 3.4847 -0.8275 2.8967 -0.307
H 4.0612 -3.9849 -0.3049 0.434
H 2.8767 -4.2467 0.9832 0.425
H 4.6159 -4.3085 1.3435 0.599
C -4.0599 2.1677 4.8067 -1.357
C -2.6671 2.6646 5.1650 0.114
S -1.6555 1.3710 5.8513 1.228
O -1.9911 0.1277 5.1924 -0.604
O -1.7150 1.4640 7.2867 -0.751
C 0.0172 1.7817 5.3602 -0.614
C 0.8953 0.5595 5.1185 -1.294
N 0.6652 -0.0932 3.8332 1.210
C 1.0259 0.4336 2.6466 -1.131
N 0.5766 -0.3171 1.6494 1.290
C -0.0666 -1.4021 2.2056 -1.853
C -0.0150 -1.2573 3.5491 -0.219
N -0.3912 -2.2546 4.5191 1.378
O 0.1914 -2.2564 5.5826 -0.680
O -1.2081 -3.0642 4.1522 -0.676
C 1.8349 1.6664 2.4801 -1.048
H -4.6006 2.9787 4.3217 0.414
H -4.6139 1.8605 5.6912 0.389
H -4.0105 1.3202 4.1266 0.318
H -2.6900 3.4346 5.9338 0.377
H -2.1515 3.0449 4.2847 -0.100
H 0.4336 2.3332 6.2016 0.564
H -0.0311 2.4428 4.4964 0.144
H 0.7727 -0.1916 5.8966 0.588
H 1.9390 0.8760 5.1261 0.537
H -0.4754 -2.2116 1.6254 0.438
H 2.8711 1.4679 2.7559 0.363
H 1.4570 2.4893 3.0822 0.481
H 1.8098 1.9690 1.4334 -0.473
C -1.6433 -2.8100 -1.2073 -0.325
Si -2.7650 -1.4200 -1.7888 0.371
C -3.2213 -1.9542 -3.5309 -1.231
C -4.3041 -1.3657 -0.7428 -1.143
Si -1.4399 0.5498 -1.6589 -0.890
Si -1.7715 1.5190 -3.7717 1.503
C -3.6087 1.3698 -4.1762 -1.431
C -1.2806 3.3352 -3.6595 -1.159
C -1.0022 0.8728 -5.3707 -1.348
Si 2.4168 1.3567 -1.5246 0.969
C 2.0255 3.1868 -1.5604 -1.063
C 1.7743 0.4353 -3.0116 -0.412
C 4.2634 1.1884 -1.4524 -1.165
H -2.1065 -3.7908 -1.3306 0.567
H -1.3424 -2.7166 -0.1617 -0.101
H -0.7274 -2.8224 -1.8053 -0.278
H -3.4429 -3.0224 -3.4968 0.479
H -2.3978 -1.8125 -4.2287 0.258
H -4.0901 -1.4443 -3.9335 0.308
H -4.8250 -2.3192 -0.8519 0.383
H -4.9801 -0.5702 -1.0575 0.289
H -4.0814 -1.2090 0.3122 0.287
H -4.2150 0.9618 -3.3724 0.226
H -3.7153 0.7228 -5.0455 0.339
H -4.0137 2.3482 -4.4300 0.514
H -1.3269 3.7393 -2.6485 0.128
H -1.9384 3.9418 -4.2850 0.386
H -0.2576 3.4707 -4.0140 0.338
H -1.2604 -0.1694 -5.5549 0.281
H 0.0689 0.9718 -5.4866 0.432
H -1.4664 1.4666 -6.1630 0.392
H 0.9580 3.3931 -1.4865 0.025
H 2.3902 3.6270 -2.4915 0.472
H 2.5281 3.7003 -0.7397 0.327
H 1.1174 1.0733 -3.5787 -0.341
H 1.2014 -0.4892 -2.7917 -0.071
H 2.6171 0.0947 -3.6119 0.637
H 4.6889 1.5192 -0.5074 0.263
H 4.6877 1.8022 -2.2507 0.459
H 4.5597 0.1553 -1.6149 0.151
```